Record 1
Computed, not measured: C46H48AsEuF2N9P2S5Se as an isolated structure at a distorted geometry, with wB97M-V/def2-TZVPD.

Values from the calculation:
DFT total energy (eV): -285594.33726
Net charge: -2
2S+1: 8
Strongest force on any atom (eV/Å): 3.72
HOMO-LUMO gap (spin up / spin down) (eV): 2.0 / 3.4

CARTESIAN COORDINATES (ANGSTROEM)
Eu1 -0.38534 -2.42466 1.63086
N1 3.31008 -5.77187 1.69510
C1 3.96048 -6.12601 2.84765
C2 4.62070 -4.98619 3.23853
N2 4.36268 -3.95049 2.37222
C3 3.53651 -4.47502 1.50001
C4 2.91665 -3.65098 0.43220
N3 2.42005 -2.45666 0.69115
C5 2.17732 -1.84964 -0.54567
C6 2.49847 -2.72531 -1.53841
N4 2.97219 -3.86816 -0.92285
H1 2.63130 -6.32345 1.06329
H2 4.02984 -7.11785 3.24438
H3 5.38193 -4.86108 4.00996
H4 1.88589 -0.80072 -0.57037
H5 2.49443 -2.65095 -2.62483
H6 2.93687 -4.81553 -1.32286
S1 -2.18482 -7.21678 -0.05659
As1 -0.55061 -6.02614 0.44192
S2 -0.42503 -5.20925 2.53344
S3 -0.45591 -4.14030 -0.74475
S4 1.20634 -7.06149 -0.15197
C7 -0.70351 1.30905 -1.53203
P1 -1.97491 0.22693 -0.57371
C8 -2.97399 1.51311 0.35981
C9 -2.49760 2.80784 0.53229
C10 -3.23593 3.76336 1.22062
C11 -4.49680 3.45273 1.74891
C12 -5.01524 2.16436 1.55706
C13 -4.26300 1.19541 0.88649
C14 -3.17130 -0.15750 -1.92448
C15 -2.90153 -1.39877 -2.48507
C16 -3.67784 -1.83263 -3.59356
C17 -4.63457 -1.05585 -4.14722
C18 -4.84927 0.23348 -3.65276
C19 -4.13688 0.66237 -2.51301
P2 -1.26118 2.70979 -2.57382
C20 0.27485 3.60936 -2.93867
C21 0.38694 4.44856 -4.07623
C22 1.45664 5.32183 -4.28214
C23 2.51706 5.32472 -3.37018
C24 2.41090 4.53735 -2.21551
C25 1.28354 3.72099 -1.97069
C26 -1.71578 1.96423 -4.19774
C27 -1.11230 0.85412 -4.83613
C28 -1.44479 0.49800 -6.12717
C29 -2.42968 1.20705 -6.78762
C30 -3.08073 2.30806 -6.18488
C31 -2.71147 2.64821 -4.89166
H7 -0.08806 0.64007 -2.11614
H8 -0.11052 1.60430 -0.63975
H9 -1.52229 3.15070 0.18006
H10 -2.79572 4.74994 1.30160
H11 -5.08232 4.19013 2.26972
H12 -5.97796 1.94159 1.98314
H13 -4.59203 0.17985 0.84053
H14 -2.20813 -2.04953 -1.99959
H15 -3.51054 -2.83391 -3.86593
H16 -5.28858 -1.41133 -4.96792
H17 -5.54914 0.85136 -4.12873
H18 -4.37394 1.71568 -2.23501
H19 -0.39144 4.43412 -4.85290
H20 1.42342 5.92432 -5.20358
H21 3.38830 5.93077 -3.59662
H22 3.17209 4.55414 -1.42931
H23 1.26527 3.11571 -1.05099
H24 -0.35655 0.28228 -4.27012
H25 -0.97160 -0.37943 -6.54534
H26 -2.64208 0.92877 -7.80652
H27 -3.85403 2.85548 -6.73560
H28 -3.17960 3.48802 -4.38543
C32 -5.25206 -4.32170 -0.53962
C33 -4.25442 -4.57508 0.53820
C34 -3.63214 -3.40226 1.10737
N5 -3.25836 -2.53481 1.77703
H29 -5.31322 -5.27629 -1.06104
H30 -4.98684 -3.58976 -1.27409
H31 -6.24103 -4.07163 -0.16402
H32 -3.47044 -5.24233 0.17099
H33 -4.68568 -5.05506 1.41380
C35 3.74738 2.24385 4.00281
N6 4.17081 0.99508 3.43662
C36 3.72347 -0.24387 3.82359
Se1 2.71730 -0.63927 5.27295
N7 4.21188 -1.13355 2.91067
C37 5.00048 -0.48179 1.97688
C38 5.78178 -0.93621 0.92106
C39 6.53606 0.01508 0.22765
C40 6.49662 1.36419 0.63350
C41 5.74733 1.81710 1.69137
C42 4.99651 0.85003 2.37221
H34 2.94848 2.11119 4.72752
H35 3.31684 2.78748 3.12708
H36 4.59902 2.78424 4.44672
H37 4.05502 -2.15948 2.92250
H38 5.76265 -1.98542 0.60854
H39 7.15285 -0.26567 -0.61244
H40 7.21144 2.03852 0.15593
H41 5.81872 2.87113 2.03246
S5 -1.39766 -1.01930 4.71124
C43 -1.10813 0.62215 4.73113
N8 -1.01351 1.46748 3.68730
C44 -0.66652 2.84238 4.07409
C45 -0.75909 2.79479 5.57421
N9 -1.00421 1.38844 5.84625
H42 -0.89922 1.17973 2.73168
H43 -1.33757 3.60579 3.60129
H44 0.35211 3.05500 3.75875
H45 -1.62336 3.39730 5.89504
H46 0.11609 3.18715 6.03328
H47 -1.04915 0.89268 6.70857
F1 1.95104 1.91631 0.69980
C46 0.87089 1.42400 1.58740
F2 1.20435 0.03313 1.75277
H48 1.32729 1.85857 2.56212

Here are the Mulliken charges for atoms 1 to 2, given in e: number 1, Eu, carries 0.65; number 2, N, carries 0.45

=====

Record 2
Computed, not measured: C3H5FN2 in the gas phase at a distorted geometry, with wB97M-V/def2-TZVPD.

Values from the calculation:
DFT total energy (eV): -8881.62876
2S+1: 3
Strongest force on any atom (eV/Å): 7.11
HOMO-LUMO gap (spin up / spin down) (eV): 4.4 / 6.5

CARTESIAN COORDINATES (ANGSTROEM)
C1 0.29462 1.40262 0.57738
C2 0.23383 -1.14181 0.65869
C3 -0.38071 0.24271 0.04050
N1 0.88452 2.37698 0.60629
N2 -0.25389 0.18777 -1.42002
F1 0.28152 -1.20968 2.07144
H1 1.22657 -1.36391 0.22046
H2 -0.52308 -1.93766 0.32530
H3 -1.45553 0.24388 0.34977
H4 -0.94161 0.56255 -1.97716
H5 0.63375 0.63655 -1.45264

Here are the Mulliken charges for atoms 1 to 2, given in e: number 1, C, carries 0.13; number 2, C, carries -0.36